The following is a quantum chemistry calculation of a 2-piece molecular cluster, C3H6ClN2 overall at a distorted geometry, from the OMol25 dataset.

Element x y z (Å)
C  -0.896355  1.750417  0.020774
C  1.053569  1.062136  -1.395361
C  0.255293  -2.406768  0.502717
N  0.062389  1.435130  -0.880628
N  -0.053741  -1.232383  0.764931
Cl  2.297138  0.797862  -2.317971
H  -1.830945  1.889245  -0.299242
H  -0.966892  0.806537  0.614188
H  0.716492  -2.584738  -0.504130
H  0.249628  -3.140830  1.177813
H  -0.536621  2.719987  0.504951
H  -0.349955  -1.096596  1.811957

Forces on the atoms, in the same order (eV/Å):
2.1 0.4 4.2
-4.6 1.9 2.0
1.5 1.6 -3.5
5.3 -2.0 -4.0
-1.1 2.4 2.6
0.9 -0.4 -0.5
-3.5 0.7 -2.2
0.3 1.0 0.4
-0.7 -0.2 0.8
-0.1 -3.2 2.5
-0.6 -1.5 0.0
0.5 -0.7 -2.3

Calculated values
- F_max (eV Å⁻¹) = 6.9
- molar mass (u) = 105.5
- spin multiplicity = 1
- charge = +1

The following is a quantum chemistry calculation of an isolated ion of composition C3H6ClN2O and charge +1 at a distorted geometry, from the OMol25 dataset.

Element x y z (Å)
C  1.289275  -1.057487  1.987442
C  -0.647994  -0.950628  0.287080
C  -0.302473  2.070250  -1.433551
N  -0.072435  0.838874  -0.887878
N  0.154279  -0.783301  1.714660
O  -0.912251  0.280654  -0.130355
Cl  -1.905086  2.751242  -1.040057
H  2.153913  -1.637385  1.523895
H  -0.170465  -1.561525  -0.355533
H  -1.607410  -1.386039  0.698376
H  -0.234748  1.824088  -2.464874
H  0.640727  2.695696  -1.263635
H  -0.377256  -0.299664  2.457756

Forces on the atoms, in the same order (eV/Å):
4.5 -2.0 0.2
-3.3 0.8 3.8
-0.2 1.7 0.4
5.0 -1.6 -1.2
-2.6 0.9 -0.8
-4.0 0.3 1.9
0.7 0.3 -0.1
-1.3 1.0 0.4
2.2 -1.9 -1.9
1.1 0.4 -0.8
-0.3 0.4 -1.5
-1.6 -0.2 0.2
-0.3 -0.1 -0.6

Calculated values
- F_max (eV Å⁻¹) = 5.4
- molar mass (u) = 121.5
- spin multiplicity = 1
- charge = +1

The following is a quantum chemistry calculation of one molecule with the formula C3H6ClN3 at a distorted geometry, from the OMol25 dataset.

Element x y z (Å)
H  1.121026  2.485298  0.534415
N  0.328911  2.252332  -0.143291
C  -0.008520  1.020919  -0.068966
N  -1.150503  0.492366  -0.732486
N  -0.953852  -0.962663  -0.831639
C  -0.125236  -1.190084  0.420003
C  0.801972  -0.061734  0.491296
Cl  2.249134  -0.269836  -0.668726
H  -1.242055  0.835549  -1.708401
H  -1.865218  -1.345679  -0.532828
H  0.368872  -2.184038  0.399733
H  -0.728019  -1.230412  1.359031
H  1.203492  0.157978  1.481857

Forces on the atoms, in the same order (eV/Å):
-1.1 -0.7 -1.5
0.1 -0.1 1.5
0.0 2.5 -1.5
0.9 -0.1 -0.9
-0.2 0.0 2.2
-0.5 -2.7 0.0
1.3 -0.2 0.1
-0.8 0.0 0.8
0.1 0.1 1.1
0.4 0.2 -0.6
-0.2 0.6 -0.3
0.0 0.4 -0.6
0.1 -0.1 -0.3

Calculated values
- F_max (eV Å⁻¹) = 2.9
- structure (SMILES) = [H]/N=C1/NNC[C@H]1Cl
- molar mass (u) = 119.6
- spin multiplicity = 1
- charge = 0

no.,E (a.u.)
1,-687.2335
2,-762.3309
3,-742.3190